Record 1
# C24H26N2O6PPt

C24H26N2O6PPt as an isolated structure (ωB97M-V/def2-TZVPD, the Open Molecules 2025 dataset).

Atoms and positions in Å:
Pt: 0.234756 -0.148704 0.013611
P: -1.640608 0.931980 0.207519
O: 3.096708 -5.330721 -1.030580
O: 1.399555 -6.554727 -1.789296
O: 0.815455 2.249648 -0.659689
O: 3.388241 -2.863316 -0.399037
O: 2.149486 -1.029030 -0.148363
O: 0.329520 4.356516 -0.027586
N: -0.055705 -2.315915 -1.249149
N: -0.316080 -4.414395 -1.808684
C: -3.909236 0.881838 -1.557486
C: -2.335255 -2.939956 -2.046506
C: -3.654746 0.633406 -3.936789
C: 1.852971 -5.488956 -1.421783
C: -2.527943 0.809454 -1.385883
C: -0.912638 -3.200872 -1.700444
C: -2.276527 0.605559 -3.781045
C: 1.028355 0.458571 4.297845
C: -4.469848 0.784082 -2.824296
C: -3.876149 -0.396792 1.375020
C: 0.988739 -4.287880 -1.401069
C: -2.814963 0.491666 1.537921
C: 0.086536 3.154418 -0.168053
C: 1.129858 -2.969021 -1.050105
C: 1.011837 0.752756 2.794766
C: -2.544168 0.965064 2.823947
C: 2.315762 -2.238815 -0.485662
C: -3.332599 0.593010 3.900838
C: -4.400153 -0.274879 3.719926
C: -1.343736 2.730989 0.332519
C: -1.715214 0.692387 -2.515603
C: 0.400863 -0.432593 2.048350
C: -4.663455 -0.774806 2.454927
C: 2.413435 1.087944 2.297245
H: -0.636732 0.685380 -2.398919
H: -1.483774 3.077298 1.357103
H: -3.008727 -3.480208 -1.378349
H: -3.103069 0.976644 4.887024
H: -5.014116 -0.568490 4.562021
H: -2.528791 -1.873486 -1.949910
H: -4.080119 -0.830755 0.406715
H: 0.020748 0.267352 4.678885
H: 2.826709 1.936354 2.849185
H: -5.481231 -1.468233 2.301953
H: 1.071266 -1.294854 2.128241
H: 2.402122 1.343250 1.238468
H: -4.557168 1.045672 -0.708396
H: -2.557172 -3.238072 -3.072542
H: -0.706562 -5.292346 -2.111500
H: 3.077481 0.229692 2.434862
H: 1.455922 1.291461 4.862597
H: -1.631165 0.517999 -4.645805
H: -2.071227 3.263648 -0.283239
H: -4.092895 0.554502 -4.924035
H: 1.632803 -0.430102 4.501204
H: 3.264220 -4.352489 -0.767150
H: -1.705618 1.626411 2.989863
H: 0.393624 1.643055 2.631507
H: -0.563824 -0.714483 2.471427
H: -5.545567 0.835283 -2.939682

Atomic forces in eV per Å
-0.100 -0.290 0.938
0.215 0.291 -0.101
-0.132 0.133 -0.002
-0.089 0.009 -0.032
-0.242 0.276 -0.303
0.088 -0.174 0.022
0.171 -0.471 -0.087
-0.035 -0.042 0.007
0.005 0.052 -0.465
0.033 0.072 0.054
0.042 0.130 -0.079
-0.026 0.043 -0.010
-0.013 -0.004 -0.022
0.245 -0.034 0.082
-0.122 -0.058 0.009
0.088 -0.123 -0.051
0.042 0.005 -0.003
-0.018 0.006 0.000
0.010 -0.004 0.038
0.100 -0.146 0.044
-0.087 0.001 0.004
-0.019 0.065 -0.014
0.113 -0.107 -0.019
0.013 0.097 0.113
-0.007 -0.016 0.062
-0.144 0.078 -0.072
-0.180 0.184 -0.122
0.000 -0.019 0.030
0.011 0.021 0.031
-0.042 -0.045 0.051
-0.056 -0.040 0.010
-0.010 0.141 -0.163
0.014 0.010 -0.061
0.020 -0.016 0.014
-0.002 0.022 -0.025
0.085 0.011 -0.012
0.004 -0.012 0.002
0.002 -0.005 0.000
0.001 0.003 0.000
0.001 -0.014 0.008
0.011 0.001 -0.072
0.005 -0.003 -0.008
-0.005 -0.011 0.017
0.000 0.002 0.004
0.003 -0.004 0.048
-0.011 0.008 -0.010
-0.020 -0.043 0.068
0.001 -0.016 0.004
-0.004 -0.003 -0.004
0.005 0.004 -0.027
0.000 0.000 -0.010
-0.003 -0.005 -0.003
-0.046 -0.010 0.056
0.004 0.005 -0.002
0.008 -0.001 0.000
0.068 0.023 -0.013
0.030 0.036 0.007
-0.034 0.005 -0.022
0.004 -0.016 0.096
0.002 0.000 -0.006

Charge: -1
HOMO energy (eV): -4.27
Lowest unoccupied orbital energy (hartree): 0.08465
Kohn-Sham gap (eV): 6.573

These are the natural (NBO) partial charges, in e, on atoms 1 to 2: number 1, Pt, carries 0.63; number 2, P, carries 1.12


Record 2
# C24H26N4O5S

One molecule with the formula C24H26N4O5S in a non-equilibrium geometry (ωB97M-V/def2-TZVPD, the Open Molecules 2025 dataset).

Atoms and positions in Å:
S: 3.747780 -1.045039 0.617814
O: 2.324117 3.387369 -1.180911
O: -1.790064 -2.951679 1.006754
O: 3.315418 -3.049785 -2.087797
O: -4.938200 2.409751 0.509150
O: -2.997003 0.117443 -2.547129
N: 1.511288 -1.209873 2.146827
N: 1.338097 0.284795 0.537607
N: -2.750667 -1.445689 -0.907549
N: 0.287315 -0.690788 2.191890
C: -3.470276 -0.576841 -1.676399
C: 2.722370 -2.871507 -1.048027
C: 3.469097 -2.825387 0.271483
C: -3.676176 1.936939 0.660714
C: -1.304715 -3.559878 2.186909
C: 2.139377 -0.635819 1.159237
C: 2.108816 2.546623 -0.064666
C: 1.279235 -2.545987 -1.002998
C: -1.355898 1.834885 0.027052
C: -4.941836 -0.588635 -1.325530
C: 0.756575 -1.772064 -2.035696
C: -1.110328 0.871133 1.002847
C: 0.158363 0.206906 1.235298
C: -0.889212 -2.589807 0.048616
C: -0.566711 -1.374533 -2.019408
C: 3.391171 2.579181 0.792518
C: 1.759701 1.120933 -0.546812
C: 0.440826 -2.964190 0.033444
C: -2.176460 0.465720 1.816866
C: -2.623526 2.356695 -0.141554
C: 3.716499 3.592318 -1.326468
C: -1.401399 -1.772818 -0.985073
C: 4.257944 3.634431 0.100979
C: -3.437558 0.988019 1.654565
H: 1.409309 -1.469555 -2.840082
H: -3.222764 -1.898254 -0.135603
H: -2.168128 -3.644323 2.844610
H: -4.256230 0.676483 2.284381
H: 0.980122 1.163545 -1.310168
H: 4.081086 4.618590 0.534973
H: 5.319193 3.406738 0.151797
H: 3.176361 2.832036 1.828530
H: 1.250622 2.953079 0.485639
H: 3.853321 4.520730 -1.880690
H: -0.965015 -0.753006 -2.803734
H: 2.936585 -3.237730 1.123170
H: -0.907374 -4.559345 1.985753
H: -2.796738 3.092172 -0.914619
H: -0.542010 -2.935186 2.657921
H: 2.649251 0.664628 -0.992503
H: -1.982999 -0.274790 2.575514
H: 0.827765 -3.592690 0.818454
H: -5.342939 -1.592796 -1.444521
H: 4.460129 -3.263972 0.167187
H: -5.473683 0.088820 -1.987200
H: 4.168685 2.764381 -1.890279
H: -4.967301 3.039399 -0.221950
H: 3.886654 1.607337 0.772752
H: -0.578857 2.203777 -0.618136
H: -5.089003 -0.272915 -0.295722

Atomic forces in eV per Å
0.193 -0.256 0.166
-0.210 -0.028 -0.091
-0.064 0.244 -0.403
0.011 0.012 0.016
-0.236 0.076 -0.012
0.111 0.128 -0.282
0.983 -0.192 0.060
-0.186 -0.529 0.678
0.037 -0.370 0.403
-0.908 0.442 0.087
-0.369 -0.066 0.184
0.219 -0.212 0.117
0.093 0.273 -0.088
0.488 -0.065 -0.043
0.110 -0.114 0.286
0.290 0.071 0.021
-0.275 -0.380 0.272
-0.508 0.113 -0.451
0.041 -0.172 0.215
0.005 0.133 -0.184
0.223 -0.228 0.258
-0.467 0.364 -0.123
0.549 -0.294 0.132
0.037 0.068 -0.248
-0.086 0.047 -0.091
-0.102 0.061 -0.016
0.014 0.821 -0.584
-0.086 -0.056 -0.092
0.092 0.117 -0.116
-0.270 0.084 0.062
0.365 0.083 0.025
0.211 -0.144 0.059
-0.176 0.010 -0.202
-0.219 0.208 -0.124
0.061 0.025 -0.085
-0.051 0.136 -0.140
0.079 -0.038 0.000
-0.095 -0.051 0.091
0.095 -0.061 0.066
0.043 0.020 -0.013
0.076 0.031 0.029
0.033 -0.064 0.029
0.100 -0.073 -0.045
0.049 -0.073 -0.010
-0.034 0.022 -0.016
0.027 -0.066 -0.003
-0.026 0.029 -0.024
-0.028 0.058 -0.096
-0.045 -0.054 -0.034
-0.205 0.030 0.004
-0.032 -0.068 0.074
0.014 0.020 0.139
-0.056 -0.088 0.014
-0.075 -0.033 -0.019
0.027 0.018 0.004
0.006 0.073 0.001
0.036 -0.083 0.084
0.019 0.035 0.044
0.110 0.002 -0.087
-0.037 0.007 0.103

Charge: 0
HOMO energy (eV): -8.11
Lowest unoccupied orbital energy (hartree): 0.01288
Kohn-Sham gap (eV): 8.465

These are the natural (NBO) partial charges, in e, on atoms 1 to 2: number 1, S, carries 0.27; number 2, O, carries -0.52


Record 3
# C24H26N5NiO2

C24H26N5NiO2 as an isolated structure in a non-equilibrium geometry (ωB97M-V/def2-TZVPD, the Open Molecules 2025 dataset).

Atoms and positions in Å:
Ni: 0.439294 -0.320443 0.231612
O: 2.179067 -0.530212 1.172385
O: -1.214977 -0.526902 -0.539790
N: -0.811473 1.194884 2.914397
N: 0.061117 1.488230 0.827012
N: 0.951426 -1.807740 -0.714641
N: -0.498379 3.364491 2.133438
N: 0.655088 -2.230203 -1.872322
C: -1.869316 -1.619096 -5.935111
C: -1.209454 1.615744 4.249525
C: -1.705963 -1.432357 -4.553238
C: -0.571408 -1.944201 -3.910105
C: 2.242980 -2.551075 2.595800
C: 0.376725 -2.652178 -4.658439
C: -2.686115 -0.719036 -3.779067
C: 1.956045 -1.899213 1.420521
C: -0.918190 -2.290138 -6.663387
C: -2.536858 -0.461971 -2.463334
C: 1.457725 -2.620879 0.313734
C: -1.348014 -0.868637 -1.771006
C: -0.878584 3.918512 3.433720
C: 0.571486 2.367075 -0.231378
C: -1.831132 2.992684 4.162281
C: -0.088070 4.314852 1.100894
C: 2.118211 -3.938578 2.678403
C: 0.208497 -2.810719 -6.015847
C: 1.739373 -4.660451 1.570747
C: 1.408841 -3.995288 0.394288
C: -0.399327 -1.681948 -2.484750
C: -0.199343 3.671728 -0.263940
C: 2.775455 0.233391 2.226706
C: -0.399752 2.031151 1.924295
H: -3.290419 0.063704 -1.892424
H: -0.836316 0.220691 2.668309
H: 2.084503 0.349183 3.062505
H: 0.185452 4.340710 -1.032494
H: 1.635544 2.572793 -0.065784
H: -0.742790 5.183546 1.170811
H: -1.356733 4.879474 3.249089
H: 2.583574 -1.997472 3.460512
H: 1.685787 -5.739528 1.613764
H: 1.247424 -3.056495 -4.161055
H: -0.344139 1.638526 4.919046
H: -2.752199 -1.219759 -6.419856
H: -2.035536 3.382588 5.158540
H: -1.035152 -2.411354 -7.731822
H: 2.340248 -4.436620 3.612061
H: -1.247578 3.455965 -0.483905
H: 1.077623 -4.540520 -0.481153
H: 3.004440 1.204618 1.800335
H: -2.774057 2.935080 3.614802
H: 0.014755 4.105732 4.038642
H: -3.576633 -0.370812 -4.290777
H: 0.962281 -3.333445 -6.590159
H: 0.935171 4.657607 1.285995
H: 3.690850 -0.258888 2.546669
H: -1.917430 0.889797 4.644392
H: 0.486358 1.853401 -1.189443

Atomic forces in eV per Å
-1.060 0.966 -0.657
-0.507 -0.717 0.132
0.070 0.373 0.026
0.036 0.047 0.012
0.448 -0.006 -0.236
0.117 0.283 0.862
-0.020 0.021 -0.002
-0.547 -0.871 0.515
-0.032 0.001 -0.020
-0.003 -0.003 -0.060
-0.182 0.074 0.039
0.002 -0.026 0.298
0.217 0.404 0.263
0.066 0.015 -0.027
0.018 -0.069 -0.205
0.469 -0.544 -0.169
0.016 0.015 -0.006
0.038 -0.165 0.214
1.039 -0.083 0.167
0.248 -0.192 -0.310
-0.011 -0.054 -0.071
-0.152 0.146 0.132
-0.050 0.010 -0.024
-0.020 -0.022 0.021
0.014 0.078 0.036
-0.002 -0.011 0.019
0.030 -0.044 -0.126
-0.282 -0.249 -0.490
0.199 0.784 -0.504
-0.021 -0.070 0.013
-0.144 0.171 -0.032
-0.074 -0.205 0.221
0.048 0.047 -0.011
0.004 -0.022 0.012
-0.003 -0.039 0.010
0.013 0.001 0.011
0.036 -0.028 -0.053
-0.011 0.001 0.041
0.018 0.026 -0.009
0.029 -0.026 -0.020
-0.043 0.020 -0.028
0.025 0.026 -0.028
0.009 -0.020 0.027
0.012 0.004 0.011
-0.004 -0.002 -0.003
-0.003 -0.025 0.014
0.010 0.023 -0.007
0.009 0.059 -0.039
-0.076 -0.021 0.059
-0.006 0.009 -0.014
-0.005 0.008 0.027
0.017 0.009 0.007
0.016 -0.006 0.001
-0.027 -0.036 0.014
0.012 0.010 0.002
0.028 0.008 -0.017
-0.003 -0.021 -0.016
-0.025 -0.065 -0.023

Charge: +1
HOMO energy (spin up / spin down) (eV): -10.27 / -10.29
Lowest unoccupied orbital energy (spin up / spin down) (hartree): -0.13122 / -0.13063
Kohn-Sham gap (spin up / spin down) (eV): 6.698 / 6.733

These are the Mulliken partial charges, in e, on atoms 1 to 2: number 1, Ni, carries -0.25; number 2, O, carries -0.39


Record 4
# C24H26O12

One molecule with the formula C24H26O12 (ωB97M-V/def2-TZVPD, the Open Molecules 2025 dataset).

Atoms and positions in Å:
O: -4.318346 -0.659210 -2.177869
O: 4.075636 1.417550 -0.746104
O: -0.586107 4.274979 -0.721983
O: 0.329460 -2.666040 -3.482985
O: -2.416708 3.160703 -1.392397
O: 2.152737 -1.603246 -2.717855
O: 0.859086 -1.539703 -0.012152
O: 3.326831 0.743294 1.256851
O: -3.385268 -1.117337 -0.185029
O: -1.718829 1.223278 0.783067
O: -3.820655 1.252207 1.567680
O: 2.669596 -2.034150 1.211852
C: -3.047399 -0.219284 3.344272
C: -2.754965 1.856939 -1.845894
C: 1.857208 -2.671902 2.204797
C: -1.145622 -0.062052 -2.609686
C: 2.039036 -1.463672 0.200219
C: -0.436458 2.020580 -1.596259
C: 2.473512 -0.381448 -2.063873
C: 3.482275 0.563960 0.083212
C: -2.906047 1.213028 0.605981
C: 0.826039 -1.699164 -2.983421
C: -3.451824 -2.538899 -0.378022
C: 5.943213 2.444131 0.445388
C: 0.898432 1.651669 -1.550850
C: 1.183199 0.386356 -2.024134
C: -2.118763 -3.083648 -0.869620
C: -1.083733 3.281133 -1.162939
C: 3.039542 -0.696887 -0.666399
C: -1.437446 1.176928 -2.076133
C: 0.189176 -0.430528 -2.564057
C: 4.570437 2.640492 -0.177803
C: -3.814563 -0.318485 -1.143228
C: -3.340785 1.210755 2.916339
C: 1.202920 -1.643670 3.115086
C: -3.591834 1.149091 -0.755219
H: -1.893457 -0.711340 -3.033749
H: -3.696873 -2.940802 0.608124
H: -2.096668 -4.161001 -0.733731
H: -2.706125 -0.229249 4.375338
H: -2.272727 -0.641364 2.709044
H: -4.140716 1.650557 3.514622
H: 0.507693 -1.030799 2.546574
H: 0.665216 -2.149395 3.912090
H: -4.568599 1.635328 -0.677827
H: 1.642773 2.322046 -1.155239
H: 3.857623 2.994855 0.573074
H: -1.302277 -2.634537 -0.309334
H: 4.611644 3.339450 -1.015159
H: 6.639153 2.048738 -0.290486
H: 3.246659 0.128962 -2.651186
H: 1.099826 -3.283212 1.702810
H: 1.962027 -0.995203 3.544462
H: -4.258219 -2.763202 -1.082511
H: -1.967099 -2.867911 -1.923222
H: -2.437292 1.824261 2.987916
H: 3.927786 -1.328134 -0.780877
H: 5.878011 1.751632 1.280858
H: 6.314836 3.397811 0.808150
H: -3.943957 -0.828234 3.258124
H: 2.547171 -3.312084 2.757197
H: -3.359420 1.945078 -2.755879

Atomic forces in eV per Å
-0.012 -0.058 -0.250
0.109 -0.030 -0.403
-0.131 -0.105 -0.027
0.111 0.051 0.061
-0.342 0.285 0.135
0.296 -0.336 -0.004
-0.088 -0.064 0.096
-0.056 0.143 0.152
0.193 -0.102 0.284
0.060 0.004 0.167
-0.388 0.023 0.018
0.355 -0.105 0.054
-0.111 0.294 -0.266
-0.293 -0.532 -0.098
-0.432 -0.145 0.308
0.285 -0.106 -0.043
0.291 0.160 -0.216
-0.267 -0.470 -0.328
0.323 0.390 0.280
-0.128 -0.444 -0.024
-0.102 0.122 -0.280
-0.583 -0.056 -0.177
-0.033 -0.581 -0.168
-0.345 -0.142 -0.171
-0.259 0.112 -0.010
-0.391 -0.211 -0.399
-0.275 0.331 0.089
0.635 0.171 0.060
-0.199 0.010 -0.039
0.477 0.418 -0.005
0.287 0.508 0.184
0.211 0.383 0.344
-0.214 0.615 0.065
0.331 -0.081 0.421
0.217 -0.088 -0.310
0.168 -0.024 -0.001
-0.107 -0.118 -0.047
-0.016 0.093 -0.128
0.009 -0.138 -0.011
0.038 -0.027 0.126
0.088 -0.066 -0.010
0.113 -0.011 -0.097
-0.084 0.048 0.010
-0.067 -0.050 0.103
0.092 -0.111 -0.047
0.112 0.114 0.060
0.054 -0.017 -0.184
0.088 -0.033 0.073
-0.063 -0.088 0.102
0.093 0.003 -0.048
-0.187 -0.126 0.123
0.170 0.024 0.081
0.039 0.051 0.094
0.076 0.036 0.188
0.038 -0.007 -0.116
-0.195 -0.027 0.014
-0.054 0.083 0.001
0.032 -0.016 0.075
0.065 0.103 0.046
-0.070 -0.084 0.036
-0.089 0.048 -0.117
0.119 -0.021 0.173

Charge: 0
HOMO energy (eV): -9.49
Lowest unoccupied orbital energy (hartree): -0.00533
Kohn-Sham gap (eV): 9.341

These are the natural (NBO) partial charges, in e, on atoms 1 to 2: number 1, O, carries -0.60; number 2, O, carries -0.52


Asked for energy relative to the best compared isomer or geometry (same formula, charge and spin) across the records above, the calculation gives 38.3 31.6 21.1 1.9 kcal per mole in order.